[1]
This record from OMol25 describes a molecular structure, C56H52AsIKN7O5P2 in a non-equilibrium geometry. The level of theory is ωB97M-V/def2-TZVPD.

Last column: Löwdin charge in e.
Positions of all 125 atoms, in Å:
I: 0.7035 -5.4747 3.0919  0.868
As: -1.1330 7.3900 1.2153  1.293
K: -0.7097 0.1552 0.2121  0.636
P: 0.5301 3.2473 -0.0688  1.080
P: -0.1273 -0.5369 -3.3074  1.013
O: 6.5272 0.5275 3.0343  0.078
O: -2.7093 1.0034 -0.6142  -0.195
O: 6.1621 -0.3159 4.9789  0.086
O: -2.8512 -0.2664 1.2352  -0.133
O: -5.2344 0.7798 2.3076  0.061
N: 5.8145 -0.0100 3.8588  -0.338
N: -0.0715 0.1417 -6.0217  -0.154
N: 2.1593 -0.6340 0.5632  0.115
N: -0.1165 2.0319 -4.4475  -0.139
N: 0.3586 -0.4808 2.5906  0.058
N: -2.1439 0.6875 -4.8135  -0.146
N: -0.2141 -2.8975 -0.2073  0.067
C: 4.3992 -0.8290 -0.2298  -0.047
C: 3.0924 7.7058 1.7609  -0.082
C: 1.8392 7.7161 1.1572  -0.126
C: 1.1485 -0.4088 5.2512  -0.002
C: -1.4552 8.1665 -2.9202  -0.085
C: -0.2474 10.0081 -1.9624  -0.087
C: 1.6526 3.3107 4.4304  -0.086
C: 1.1069 3.1719 1.6829  -0.365
C: -7.1086 0.2646 0.8926  -0.033
C: -5.3631 -0.1258 -1.2041  -0.019
C: -0.4327 -5.1211 -1.0637  -0.060
C: 2.6167 3.6984 3.5047  -0.079
C: 3.2005 2.4816 -0.7050  -0.109
C: -0.4761 -3.7425 -1.2060  -0.144
C: 4.3023 2.3944 -1.5489  -0.082
C: -3.3524 0.3251 0.2407  -0.654
C: 0.8153 7.3208 3.2922  -0.133
C: 0.6869 7.5231 1.9186  -0.416
C: 2.0676 7.2992 3.8956  -0.097
C: -0.9975 5.4708 0.7879  -0.431
C: -0.1762 -0.5052 4.9244  -0.031
C: 4.9012 -0.5955 1.0189  0.007
C: 4.3001 3.0526 -2.7718  -0.087
C: 0.3619 1.2612 -3.2920  -0.354
C: -0.5331 -0.5120 3.5645  -0.099
C: 0.4128 -0.8578 -5.0581  -0.345
C: 3.0107 -0.8136 -0.4208  -0.123
C: -1.5836 2.0076 -4.5205  -0.182
C: 0.1493 2.7933 2.6253  -0.126
C: -1.5050 7.5540 -1.6729  -0.125
C: 0.4129 2.8727 3.9897  -0.084
C: -1.5362 0.1872 -6.0429  -0.200
C: 2.3411 3.6418 2.1446  -0.082
C: 2.6413 -0.4709 1.8169  -0.141
C: 1.6668 -0.4243 2.9078  -0.152
C: -6.7261 -0.2904 -1.4143  -0.094
C: 3.5144 -0.2408 4.4915  0.070
C: -5.7401 0.4015 1.0930  -0.260
C: 3.2095 7.4943 3.1303  -0.097
C: 0.1714 5.0704 -0.1027  -0.399
C: 3.1884 3.8000 -3.1421  -0.084
C: 2.1109 -0.3590 4.2260  -0.133
C: 4.0127 -0.4030 2.0986  -0.067
C: 2.0805 3.2384 -1.0583  -0.373
C: -0.0959 -5.6599 0.1677  -0.140
C: -4.8474 0.1987 0.0457  -0.068
C: -7.6005 -0.0935 -0.3535  -0.097
C: 4.3937 -0.2337 3.4827  -0.070
C: 0.4198 1.4818 -5.6918  -0.199
C: -1.9280 -0.2324 -3.6859  -0.327
C: 2.0910 3.8884 -2.2959  -0.113
C: -0.9189 8.1557 -0.5612  -0.428
C: -0.3013 9.3958 -0.7161  -0.134
C: -0.8205 9.3925 -3.0688  -0.093
C: 0.1789 -4.7839 1.2023  -0.723
C: 0.1050 -3.4178 0.9790  -0.213
H: -2.4147 -1.1871 -3.8979  0.086
H: -0.7221 -3.2898 -2.1600  0.073
H: 3.2186 1.9513 0.2418  0.085
H: -0.9453 -0.5549 5.6849  0.113
H: -0.0715 7.1772 3.8998  0.090
H: -1.9166 -0.8152 -6.2447  0.123
H: -1.8383 0.8424 -6.8619  0.123
H: 2.1488 7.1374 4.9642  0.102
H: 1.7667 7.8686 0.0864  0.099
H: 5.9673 -0.5715 1.1818  0.110
H: -1.8883 2.6899 -5.3158  0.123
H: -1.5773 -0.5388 3.2489  0.112
H: -8.6686 -0.2046 -0.4941  0.099
H: 3.8701 -0.1353 5.5077  0.135
H: -0.8981 5.0325 1.7810  0.038
H: -0.0420 1.7131 -2.3829  0.037
H: -0.6588 -5.7647 -1.9047  0.106
H: 1.4705 -0.3700 6.2865  0.124
H: -0.7761 9.8684 -4.0411  0.100
H: 2.5814 -0.9450 -1.4122  0.103
H: 0.3131 -2.7134 1.7747  0.067
H: -1.9568 5.1328 0.3918  0.067
H: 3.9792 7.8582 1.1571  0.103
H: 1.4502 1.3406 -3.2270  0.076
H: 5.1578 2.9834 -3.4304  0.101
H: 0.2386 10.9705 -2.0678  0.102
H: 1.5039 -0.8826 -5.0866  0.078
H: 4.1871 7.4839 3.5982  0.101
H: 3.1656 4.3062 -4.0999  0.106
H: -5.9695 0.9041 2.9167  0.100
H: -0.0169 5.3611 -1.1338  0.054
H: 1.8659 3.3620 5.4922  0.105
H: 0.1445 9.8904 0.1392  0.100
H: 0.1359 2.1520 -6.5049  0.122
H: 3.0862 3.9907 1.4408  0.105
H: 5.1645 1.8103 -1.2451  0.098
H: 5.0607 -0.9999 -1.0696  0.113
H: -0.3494 2.5850 4.7034  0.107
H: -7.1007 -0.5571 -2.3941  0.096
H: 1.0933 5.5638 0.2107  0.062
H: 3.5796 4.0644 3.8427  0.106
H: -1.9170 7.6855 -3.7741  0.102
H: -1.9963 2.3609 -3.5746  0.130
H: 0.0674 -1.8472 -5.3619  0.078
H: 1.5095 1.4552 -5.6294  0.122
H: -2.0189 6.6046 -1.5723  0.097
H: -0.0494 -6.7307 0.3165  0.098
H: -7.7891 0.4426 1.7196  0.109
H: -0.8256 2.4467 2.2903  0.106
H: 1.2214 4.4408 -2.6338  0.100
H: -2.3937 0.1822 -2.7886  0.054
H: -4.6690 -0.2425 -2.0293  0.106

Computed properties:
Energy in eV: -183425.340
Maximum force in eV/A: 2.1
HOMO level in Ha: -0.29166
Charge: 0
Energy above the lowest of the compared OMol25 structures with the same formula, charge and spin in kJ/mol: 13.9

[2]
This record from OMol25 describes a molecular structure, C9H18N3PS in a non-equilibrium geometry. The level of theory is ωB97M-V/def2-TZVPD.

Last column: natural (NBO) charge in e.
Positions of all 32 atoms, in Å:
S: 2.7139 -0.5295 1.0266  -0.587
P: 0.8227 -0.6845 0.7807  1.706
N: 0.3409 -2.2749 1.2151  -0.700
N: -0.1155 -3.5064 -0.6024  -0.444
N: -0.0320 0.2107 1.9340  -0.817
C: 0.8482 -2.9101 0.0174  0.160
C: 0.6947 0.8634 3.0029  -0.407
C: -1.0186 -2.6853 1.2212  -0.111
C: 0.6354 1.2777 -1.2847  -0.399
C: 0.1299 1.4888 -2.7724  -0.395
C: 0.2467 -0.1289 -0.8634  -0.794
C: 0.0441 3.0040 -2.9226  -0.597
C: -1.4689 0.3958 1.8038  -0.402
C: -1.1767 -3.5340 0.2218  -0.061
H: -0.5526 3.5082 -2.2546  0.200
H: -0.9083 1.1330 -3.0316  0.204
H: -0.2740 3.1779 -3.9679  0.210
H: -2.0745 -0.2490 2.5237  0.183
H: -1.5699 -2.7076 2.1644  0.231
H: 1.7791 1.3907 -1.2603  0.232
H: 0.2528 2.0576 -0.7439  0.199
H: 1.1340 3.4736 -2.6844  0.193
H: -1.8699 -0.0012 0.7973  0.204
H: 0.7332 -0.7706 -1.6710  0.264
H: 1.6260 0.1248 3.1370  0.235
H: 0.0356 0.7184 3.7995  0.187
H: 1.0500 1.8603 2.9792  0.193
H: -1.7500 1.3988 1.9099  0.200
H: -0.8755 -0.2980 -0.8798  0.237
H: -2.2438 -3.8772 0.0137  0.217
H: 1.9086 -2.9626 -0.1125  0.251
H: 0.9346 1.0364 -3.4968  0.209

Computed properties:
Energy in eV: -34217.449
Maximum force in eV/A: 4.9
HOMO level in Ha: -0.31642
Charge: 0
Energy above the lowest of the compared OMol25 structures with the same formula, charge and spin in kJ/mol: 97.3

[3]
This record from OMol25 describes 2 unconnected molecules or ions with the total composition C6H12N3 in a non-equilibrium geometry. The level of theory is ωB97M-V/def2-TZVPD.

Last column: natural (NBO) charge in e.
Positions of all 21 atoms, in Å:
N: -1.7903 1.5311 0.9716  -0.317
N: -1.5341 0.2451 0.8889  -0.348
N: 1.2258 -0.0578 1.7223  -1.046
C: -0.8298 2.2332 0.3107  0.072
C: 1.2073 -1.1704 -1.3521  -0.409
C: 0.0800 1.3230 -0.1981  -0.349
C: -0.3542 0.0912 0.1371  0.364
C: 0.1137 -1.1493 -0.3571  -0.329
C: -0.1563 -1.4029 -1.8199  -0.386
H: -2.2639 -0.4842 0.7274  0.439
H: 1.8225 -2.0746 -1.3532  0.248
H: 1.5611 -0.2874 -1.7680  0.229
H: -2.6711 1.8822 1.2700  0.439
H: -1.0424 3.3051 0.3048  0.257
H: -0.5766 -0.7099 -2.4973  0.229
H: 2.0020 -0.1808 1.0676  0.375
H: 1.0339 1.5617 -0.6917  0.265
H: -0.0453 -2.0198 0.2534  0.261
H: 1.1430 -0.9082 2.2703  0.382
H: 1.5086 0.6798 2.3538  0.385
H: -0.4340 -2.4070 -2.2405  0.241

Computed properties:
Energy in eV: -10878.163
Maximum force in eV/A: 4.6
HOMO level in Ha: -0.47377
Charge: +1
Energy above the lowest of the compared OMol25 structures with the same formula, charge and spin in kJ/mol: 304.3